C23H19N3O5 in the gas phase. Source: OMol25; level of theory: the ωB97M-V functional and the def2-TZVPD basis.

The value obtained for the energy relative to the best compared isomer or geometry (same formula, charge and spin) is 260.7 kJ/mol. The SMILES is Cn1c(COc2cccc(C(=O)O)c2)nc2cnc(Oc3ccc4c(c3)OCC4)cc21. For the maximum force, the calculation gives 0.054 Eh/bohr. The net charge is 0. Its spin multiplicity is 1.

Each line ends with the natural charge from an NBO analysis.
CARTESIAN COORDINATES (ANGSTROEM)
1 C -0.36412 -2.48842 -0.48732  -0.4067
2 N -1.14231 -1.30778 -0.05229  -0.3508
3 C -2.10603 -0.64727 -0.78702  0.3680
4 C -2.68106 -0.93819 -2.17073  -0.1029
5 O -2.66219 -2.32734 -2.60805  -0.5097
6 C -2.61842 -2.59602 -3.98112  0.2840
7 C -2.51465 -3.94140 -4.35196  -0.2319
8 C -2.41653 -4.29189 -5.67187  -0.2047
9 C -2.50398 -3.32541 -6.68557  -0.1641
10 C -2.60877 -1.95578 -6.36601  -0.1782
11 C -2.58983 -0.90391 -7.42889  0.7663
12 O -2.60396 -1.28672 -8.59844  -0.6041
13 O -2.58542 0.41593 -7.15562  -0.6690
14 C -2.69529 -1.62953 -5.00681  -0.2131
15 N -2.40931 0.50474 -0.21722  -0.4525
16 C -1.64884 0.58403 0.94702  0.0362
17 C -1.58471 1.58396 1.93364  0.0776
18 N -0.81617 1.42318 3.00795  -0.4414
19 C -0.02606 0.34217 3.09510  0.4693
20 O 0.75597 0.16207 4.22200  -0.4859
21 C 1.80666 1.03510 4.28376  0.3148
22 C 2.66524 1.31346 3.22232  -0.3050
23 C 3.65641 2.28404 3.30737  -0.1618
24 C 3.90170 2.94098 4.51123  -0.1309
25 C 3.13164 2.59052 5.59785  0.3877
26 C 2.08972 1.64411 5.50367  -0.3236
27 O 3.47558 3.28960 6.71878  -0.4924
28 C 4.52690 4.18643 6.34728  -0.0630
29 C 4.87680 3.94948 4.91012  -0.4529
30 C 0.04944 -0.63122 2.13327  -0.3155
31 C -0.83016 -0.52373 1.04900  0.1502
32 H -1.01733 -3.29655 -0.71881  0.2235
33 H 0.30089 -2.84976 0.30721  0.2168
34 H 0.27844 -2.28657 -1.36341  0.2082
35 H -2.01762 -0.36483 -2.85086  0.2053
36 H -3.72360 -0.56547 -2.21494  0.2279
37 H -2.52403 -4.67505 -3.58385  0.2261
38 H -2.24688 -5.33500 -5.97129  0.2258
39 H -2.31756 -3.59809 -7.74577  0.2425
40 H -2.61617 0.79396 -8.09157  0.5104
41 H -2.74404 -0.54952 -4.78431  0.2242
42 H -2.13405 2.48342 1.85498  0.2037
43 H 2.44199 0.81223 2.28206  0.2152
44 H 4.29358 2.38780 2.45797  0.2096
45 H 1.49317 1.39689 6.36456  0.2309
46 H 4.18336 5.21489 6.52291  0.1812
47 H 5.40916 4.08168 6.98462  0.1850
48 H 4.83193 4.85260 4.30441  0.2233
49 H 5.84835 3.50767 4.78091  0.2167
50 H 0.73217 -1.46550 2.24376  0.2293

3 unconnected molecules or ions with the total composition C3H12O3. Source: OMol25; level of theory: the ωB97M-V functional and the def2-TZVPD basis.

The value obtained for the energy relative to the best compared isomer or geometry (same formula, charge and spin) is 18.8 kJ/mol. The SMILES is CC(C)O.O.O. For the maximum force, the calculation gives 0.034 Eh/bohr. The net charge is 0. Its spin multiplicity is 1.

Each line ends with the natural charge from an NBO analysis.
CARTESIAN COORDINATES (ANGSTROEM)
1 C 0.45694 0.51368 -1.45622  -0.6208
2 C 0.44662 -0.76244 -0.63936  0.1018
3 C 0.63831 -0.44645 0.84551  -0.6345
4 O -0.73136 -1.52868 -0.88675  -0.7372
5 H -0.19057 1.27959 -1.03013  0.2091
6 H 1.47428 0.89974 -1.42409  0.2103
7 H 0.15036 0.29148 -2.47776  0.2201
8 H 1.24891 -1.41597 -0.98224  0.1509
9 H -0.16448 0.14950 1.26858  0.2180
10 H 0.75692 -1.37667 1.40804  0.2016
11 H 1.59541 0.06015 0.96949  0.2155
12 H -0.72882 -2.22289 -0.23361  0.4654
13 O 1.74026 3.20885 4.22340  -0.9241
14 H 1.38596 3.96042 4.72190  0.4626
15 H 2.08215 3.72639 3.47647  0.4617
16 O -3.67623 -2.02082 -2.39266  -0.9499
17 H -3.70051 -2.14464 -3.31821  0.4649
18 H -2.78415 -2.17126 -2.07236  0.4847

A molecular structure, C23H19AsN2O2PdSTe4. Source: OMol25; level of theory: the ωB97M-V functional and the def2-TZVPD basis.

For the maximum force, the calculation gives 0.060 Eh/bohr. The energy comes out at -4981.74110 a.u. The net charge is 0. Its spin multiplicity is 5.

Each line ends with the natural charge from an NBO analysis.
CARTESIAN COORDINATES (ANGSTROEM)
1 Pd -0.65077 0.67634 0.96472  0.5181
2 S 1.11172 0.32168 2.19342  -0.0183
3 C 2.50246 0.45882 1.14767  -0.1919
4 C 3.69180 0.39866 1.88237  -0.1656
5 C 4.88394 0.57111 1.21762  -0.1859
6 C 4.88647 0.89892 -0.14598  -0.2456
7 C 3.75653 0.84731 -0.85888  -0.1618
8 C 2.49872 0.62990 -0.20514  -0.4312
9 As 0.77698 0.23168 -0.90088  1.1606
10 C 0.15557 1.30757 -2.31085  -0.3752
11 C -1.15424 1.01292 -2.71145  -0.2039
12 C -1.67239 1.57009 -3.82691  -0.2052
13 C -0.93533 2.48073 -4.57691  -0.1874
14 C 0.29721 2.92711 -4.07819  -0.1998
15 C 0.84197 2.29404 -2.96486  -0.2066
16 C 0.94105 -1.50819 -1.67656  -0.2782
17 C 0.68475 -1.64417 -3.06741  -0.2329
18 C 1.00372 -2.88241 -3.65349  -0.2074
19 C 1.63162 -3.88825 -2.95391  -0.1957
20 C 1.84789 -3.76178 -1.60214  -0.1996
21 C 1.44181 -2.61822 -0.97602  -0.2211
22 H 3.57330 0.27491 2.97967  0.2217
23 H 5.88469 0.50610 1.69435  0.2188
24 H 5.78427 1.16695 -0.59561  0.2133
25 H 3.78392 1.06043 -1.91803  0.2106
26 H -1.76968 0.41576 -1.99757  0.2377
27 H -2.64122 1.43951 -4.23251  0.2203
28 H -1.38288 2.80464 -5.48270  0.2145
29 H 0.87641 3.70116 -4.57929  0.2192
30 H 1.88986 2.50496 -2.75714  0.2187
31 H 0.32751 -0.84785 -3.68611  0.2298
32 H 0.79262 -2.99741 -4.68561  0.2128
33 H 1.98537 -4.75853 -3.49783  0.2180
34 H 2.40938 -4.56513 -1.09352  0.2312
35 H 1.54003 -2.51860 0.10020  0.2260
36 Te -2.40462 -2.37584 -0.68678  0.0078
37 Te -4.91126 -2.25594 -0.26254  -0.0069
38 Te 1.26213 -5.44488 2.44476  -0.1270
39 Te 0.28738 -3.10224 2.97163  0.1032
40 C -3.28675 0.73630 5.87024  -0.4133
41 N -3.14123 0.94035 4.47715  -0.4208
42 C -4.08614 1.71896 3.80467  0.0835
43 C -4.09601 1.84259 2.46180  -0.3739
44 C -2.92213 1.38894 1.74016  0.6109
45 O -2.67323 1.46564 0.52838  -0.6715
46 N -2.06936 0.67307 2.49728  -0.6918
47 C -2.27342 0.15712 3.74801  0.7879
48 O -1.70910 -0.83303 4.21304  -0.6408
49 H -2.86978 1.63908 6.36327  0.1963
50 H -2.68750 -0.13860 6.11412  0.2555
51 H -4.27178 0.61971 6.19654  0.1982
52 H -4.87062 2.12687 4.43193  0.2136
53 H -4.87161 2.33113 1.94182  0.2312